No. 1
A single C3H6N2O3 molecule in a non-equilibrium geometry. Source: the OMol25 dataset; level of theory: ωB97M-V/def2-TZVPD.

Summary:
E	-12327.87117	eV
energy relative to the best compared isomer or geometry (same formula, charge and spin)	100.5	kcal/mol
frontier orbital gap	0.368	hartree
HOMO level	-9.1	eV
SMILES	NN1C[C@@]1(O)OC=O
molecular weight	118.09	g mol⁻¹

CARTESIAN COORDINATES (ANGSTROEM)
1 C 0.109 -1.278 1.032
2 N 0.660 -0.398 -0.016
3 C -0.716 -0.171 0.535
4 N 0.881 -0.983 -1.271
5 C 0.258 1.831 0.283
6 O -1.791 -0.335 -0.273
7 O -0.612 1.054 1.173
8 O -0.107 2.204 -0.799
9 H -1.883 0.479 -0.801
10 H 1.765 -0.636 -1.632
11 H 0.133 -0.711 -1.912
12 H -0.204 -2.268 0.724
13 H 0.595 -1.187 1.993
14 H 0.908 2.399 0.964

=====

No. 2
A molecular structure, C29H47Cl2IrN2PS in a non-equilibrium geometry. Source: the OMol25 dataset; level of theory: ωB97M-V/def2-TZVPD.

Summary:
E	-81825.21730	eV
multiplicity	5
total charge	-1
energy relative to the best compared isomer or geometry (same formula, charge and spin)	0.0	kcal/mol
frontier orbital gap (spin up / spin down)	0.128 / 0.238	hartree
HOMO level (spin up / spin down)	-1.1 / -4.1	eV
molecular weight	749.87	g mol⁻¹

CARTESIAN COORDINATES (ANGSTROEM)
1 P 0.107 -0.688 -0.941
2 C 1.741 -0.158 -1.776
3 C 2.038 -0.749 -3.164
4 C 3.377 -0.261 -3.734
5 C 3.618 1.245 -3.625
6 C 3.294 1.799 -2.236
7 C 1.906 1.365 -1.742
8 C -1.311 0.136 -1.844
9 C -1.207 0.176 -3.367
10 C -2.522 0.692 -3.966
11 C -2.954 2.045 -3.390
12 C -2.902 2.115 -1.861
13 C -1.607 1.525 -1.280
14 C -0.071 -2.437 -1.551
15 C 1.077 -3.354 -1.113
16 C 1.076 -4.580 -2.036
17 C -0.263 -5.329 -2.009
18 C -1.491 -4.416 -2.108
19 C -1.374 -3.172 -1.223
20 H 2.481 -0.567 -1.066
21 H 1.224 -0.509 -3.865
22 H 2.078 -1.848 -3.110
23 H 3.449 -0.571 -4.783
24 H 4.188 -0.783 -3.206
25 H 4.666 1.460 -3.861
26 H 3.012 1.773 -4.373
27 H 4.045 1.446 -1.515
28 H 3.343 2.895 -2.239
29 H 1.787 1.707 -0.706
30 H 1.126 1.843 -2.357
31 H -2.160 -0.509 -1.572
32 H -3.311 -0.051 -3.782
33 H -0.983 -0.814 -3.791
34 H -0.384 0.842 -3.669
35 H -2.412 0.775 -5.052
36 H -3.970 2.276 -3.728
37 H -2.308 2.833 -3.800
38 H -2.992 3.160 -1.532
39 H -3.759 1.574 -1.434
40 H -1.681 1.477 -0.185
41 H -0.767 2.199 -1.509
42 H -0.042 -2.322 -2.648
43 H 2.057 -2.853 -1.132
44 H 0.906 -3.666 -0.069
45 H 1.278 -4.253 -3.067
46 H 1.892 -5.253 -1.752
47 H -0.323 -5.897 -1.072
48 H -0.293 -6.057 -2.827
49 H -2.396 -4.970 -1.834
50 H -1.623 -4.090 -3.148
51 H -2.263 -2.542 -1.354
52 H -1.374 -3.467 -0.164
53 Ir -0.083 -0.460 1.310
54 Cl -2.307 -1.197 0.964
55 Cl 2.173 0.140 1.552
56 C -0.974 1.016 2.197
57 H -1.867 0.756 2.796
58 C -0.635 2.407 2.243
59 C -1.197 3.231 3.266
60 C -1.151 4.606 3.144
61 C -0.538 5.200 2.029
62 C 0.096 4.399 1.066
63 C 0.114 3.018 1.205
64 H -1.688 2.743 4.111
65 H -1.603 5.235 3.914
66 H 0.581 4.847 0.198
67 H 0.661 2.363 0.525
68 H -0.545 6.283 1.914
69 S -0.008 -1.851 3.166
70 C -0.049 -0.922 4.616
71 N 0.746 0.137 4.837
72 C 1.067 0.649 6.177
73 C 0.496 -0.233 7.269
74 C -0.893 -0.742 6.933
75 N -0.868 -1.330 5.595
76 H 1.317 0.433 4.046
77 H 0.694 1.679 6.255
78 H 2.155 0.692 6.265
79 H 0.482 0.309 8.218
80 H 1.156 -1.098 7.408
81 H -1.628 0.072 6.967
82 H -1.207 -1.516 7.643
83 H -1.522 -2.062 5.343

=====

No. 3
A molecular structure, C6H8OPTl in a non-equilibrium geometry. Source: the OMol25 dataset; level of theory: ωB97M-V/def2-TZVPD.

Summary:
E	-22377.02892	eV
energy relative to the best compared isomer or geometry (same formula, charge and spin)	0.0	kcal/mol
frontier orbital gap (spin up / spin down)	0.168 / 0.168	hartree
HOMO level (spin up / spin down)	-5.9 / -5.9	eV
molecular weight	331.49	g mol⁻¹

CARTESIAN COORDINATES (ANGSTROEM)
1 C 1.108 -0.412 1.077
2 C 1.150 -1.174 2.277
3 C -0.063 -1.923 2.368
4 C -0.857 -1.635 1.219
5 C -0.137 -0.726 0.403
6 Tl 0.220 3.032 -0.302
7 P 0.581 1.392 -2.570
8 H 1.859 0.282 0.704
9 H 1.958 -1.171 3.008
10 H -0.357 -2.572 3.199
11 H -0.436 -0.338 -0.572
12 H -1.845 -2.036 1.008
13 H 0.023 0.099 -2.869
14 H 1.971 1.006 -2.611
15 H 0.476 1.959 -3.887
16 O -3.396 2.085 -1.219
17 C -2.256 2.132 -1.233

=====

No. 4
A single C2H3N3O molecule in a non-equilibrium geometry. Source: the OMol25 dataset; level of theory: ωB97M-V/def2-TZVPD.

Summary:
E	-8638.85223	eV
energy relative to the best compared isomer or geometry (same formula, charge and spin)	37.9	kcal/mol
frontier orbital gap	0.346	hartree
HOMO level	-8.8	eV
molecular weight	85.07	g mol⁻¹

CARTESIAN COORDINATES (ANGSTROEM)
1 N -1.529 -0.058 0.043
2 C -0.328 -0.693 -0.010
3 C 0.812 0.201 -0.447
4 N 1.665 0.676 0.401
5 N 2.408 1.144 1.126
6 O -0.197 -1.882 0.200
7 H -2.353 -0.603 0.250
8 H -1.604 0.941 -0.051
9 H 1.131 0.199 -1.481